No. 1
The following is a DFT calculation (the ωB97M-V functional and the def2-TZVPD basis) of 2 unconnected molecules or ions with the total composition C4H12OS in a non-equilibrium geometry.

Computed properties:
charge: +1
⟨S²⟩: 0.75
multiplicity: 2
max |F|: 2.38 eV Å⁻¹
ΔE to the lowest compared entry with this formula, charge and spin: 43.35 kcal per mole
frontier orbital gap (spin up / spin down): 10.2 / 5.2 eV

Element x y z (Å)
C (1.9664, -0.4160, -1.6165)
S (1.1854, -1.7309, -0.6220)
C (-0.5033, -1.8428, -1.3274)
H (1.5363, -0.5994, -2.6707)
H (1.9401, 0.5063, -0.9013)
H (3.0699, -0.6409, -1.7033)
H (-0.8261, -0.8209, -1.4063)
H (-1.3356, -2.2059, -0.6349)
H (-0.6208, -2.5230, -2.2412)
C (-0.1322, 1.1612, 1.4751)
O (-0.0862, 2.5689, 1.2893)
C (-1.6443, 0.6728, 1.4357)
H (0.2672, 0.9157, 2.4870)
H (0.4863, 0.6484, 0.6890)
H (0.8649, 2.8371, 1.2470)
H (-2.0636, 0.8186, 2.4282)
H (-1.8118, -0.4778, 1.3964)
H (-2.2925, 1.1288, 0.6758)

No. 2
The following is a DFT calculation (the ωB97M-V functional and the def2-TZVPD basis) of 2 unconnected molecules or ions with the total composition C4H12OS2 in a non-equilibrium geometry.

Computed properties:
charge: -1
⟨S²⟩: 0.75
multiplicity: 2
max |F|: 3.52 eV Å⁻¹
ΔE to the lowest compared entry with this formula, charge and spin: 38.10 kcal per mole
frontier orbital gap (spin up / spin down): 3.1 / 7.7 eV

Element x y z (Å)
C (-0.2113, -1.0598, -2.2513)
C (-1.4140, -1.5269, -1.3077)
S (-1.3612, -0.6937, 0.2551)
S (0.4679, -1.3947, 0.9350)
C (1.4713, 0.2057, 0.8586)
C (1.4387, 0.7274, 2.3559)
H (0.0012, -1.8885, -3.0596)
H (0.7151, -0.7627, -1.6067)
H (-0.5012, -0.1446, -2.7608)
H (-1.5869, -2.6321, -1.1972)
H (-2.3127, -0.9887, -1.7177)
H (2.3536, -0.0428, 0.2196)
H (0.9597, 1.0458, 0.3086)
H (1.7861, 1.7854, 2.5718)
H (1.8450, -0.0024, 3.1228)
H (0.2779, 0.7739, 2.7162)
H (-1.1527, 2.8708, 0.6813)
H (-1.3016, 1.3841, -0.0725)
O (-1.4750, 2.3436, -0.0516)

No. 3
The following is a DFT calculation (the ωB97M-V functional and the def2-TZVPD basis) of 2 unconnected molecules or ions with the total composition C4H12S in a non-equilibrium geometry.

Computed properties:
multiplicity: 1
structure (SMILES): CSC.CC
max |F|: 1.01 eV Å⁻¹
ΔE to the lowest compared entry with this formula, charge and spin: 8.39 kcal per mole
frontier orbital gap: 9.4 eV

Element x y z (Å)
C (-2.4152, 0.5971, -1.0674)
S (-1.5843, 1.9744, -1.9052)
C (0.0343, 1.3525, -2.3542)
H (-3.4548, 0.6549, -1.3618)
H (-1.9833, -0.3580, -1.3421)
H (-2.3726, 0.7141, 0.0073)
H (0.1815, 1.4955, -3.4259)
H (0.2171, 0.3053, -2.1231)
H (0.7933, 1.9466, -1.8595)
C (1.2693, -1.4947, 2.5774)
C (1.3994, -0.6419, 1.3212)
H (0.2272, -1.6091, 2.8780)
H (1.6408, -2.5053, 2.3940)
H (1.8087, -1.0917, 3.4372)
H (0.4348, -0.4987, 0.8229)
H (1.9769, -1.1880, 0.5831)
H (1.8270, 0.3470, 1.4182)

No. 4
The following is a DFT calculation (the ωB97M-V functional and the def2-TZVPD basis) of 2 unconnected molecules or ions with the total composition C4H12S in a non-equilibrium geometry.

Computed properties:
multiplicity: 1
structure (SMILES): CSC.CC
max |F|: 1.92 eV Å⁻¹
ΔE to the lowest compared entry with this formula, charge and spin: 11.63 kcal per mole
frontier orbital gap: 9.5 eV

Element x y z (Å)
C (-0.1455, -1.6716, 3.2523)
S (0.5354, -1.1177, 1.6783)
C (0.6645, -2.6619, 0.7620)
H (-1.1187, -2.1430, 3.3614)
H (0.5727, -2.4173, 3.6223)
H (0.0472, -0.8146, 3.8974)
H (0.9758, -2.4758, -0.2481)
H (-0.3268, -3.1171, 0.6766)
H (1.2805, -3.3786, 1.3057)
C (-0.2981, 1.8027, -2.5825)
C (-0.2650, 3.2068, -1.9820)
H (0.3372, 1.1693, -2.0401)
H (-1.2411, 1.2412, -2.5838)
H (-0.1003, 1.7591, -3.6601)
H (-1.2235, 3.6712, -2.2045)
H (0.5378, 3.8337, -2.3546)
H (-0.2322, 3.1136, -0.9005)

Number 1: M 108.21 g mol⁻¹. Number 2: M 140.27 g mol⁻¹. Number 3: M 92.21 g mol⁻¹. Number 4: M 92.21 g mol⁻¹.